1.
Here is a structure of composition C26H33N4O11S2 from OMol25. Energies are from ωB97M-V with the def2-TZVPD basis set.

Each line ends with the Mulliken charge.
Geometry (Å):
C -1.941 1.692 -0.100  -1.298
C -0.958 2.636 -0.899  0.953
C -1.121 4.090 -0.366  -0.637
O -0.210 5.043 -0.918  -0.428
C 1.103 4.814 -0.481  -0.091
S 1.511 5.590 1.147  1.128
O 2.401 6.757 0.809  -0.761
O 0.321 6.113 1.865  -0.642
N 2.472 4.497 1.988  -0.524
S 1.581 3.487 2.990  1.105
O 0.152 3.287 2.614  -0.594
O 1.794 3.825 4.438  -0.741
C 2.380 1.830 2.783  -1.293
C 2.115 1.377 1.294  3.267
C 1.446 -0.037 1.172  -1.298
C 3.511 1.459 0.550  -1.720
H -1.472 1.362 0.858  0.256
H -2.890 2.209 0.155  0.416
H -2.145 0.771 -0.688  0.268
H -1.128 2.574 -2.004  0.038
H 0.058 2.202 -0.722  -0.401
H -2.141 4.428 -0.675  0.343
H -1.102 4.152 0.745  0.319
H 1.394 3.742 -0.425  -0.019
H 1.775 5.270 -1.242  0.355
H 3.455 1.854 3.011  0.517
H 1.894 1.115 3.482  0.300
H 1.442 2.102 0.794  -1.846
H 0.583 0.063 0.467  0.169
H 2.112 -0.795 0.697  0.325
H 1.019 -0.382 2.136  0.317
H 3.913 2.473 0.742  0.400
H 4.156 0.694 1.038  0.453
H 3.409 1.232 -0.532  0.390
C -5.716 -0.449 -5.267  -0.432
C -5.704 0.938 -5.360  -0.465
C -4.643 1.660 -4.833  -0.330
C -3.599 0.981 -4.220  -0.249
C -3.603 -0.403 -4.115  -0.145
C -4.670 -1.118 -4.643  -0.443
N -2.467 1.735 -3.683  1.190
O -2.500 2.945 -3.772  -0.625
O -1.557 1.105 -3.183  -0.650
H -6.544 -1.010 -5.685  0.370
H -6.521 1.456 -5.846  0.369
H -4.640 2.739 -4.908  0.457
H -2.788 -0.932 -3.631  0.597
H -4.685 -2.198 -4.570  0.373
C 2.777 -2.387 8.198  -0.369
C 2.984 -3.314 7.183  -0.424
C 3.341 -2.885 5.912  -0.360
C 3.491 -1.526 5.674  0.064
C 3.280 -0.591 6.678  -0.233
C 2.920 -1.028 7.946  -0.565
N 3.890 -1.068 4.345  1.023
O 4.047 -1.905 3.477  -0.627
O 4.041 0.123 4.188  -0.567
H 2.503 -2.725 9.191  0.367
H 2.870 -4.372 7.383  0.359
H 3.500 -3.612 5.127  0.440
H 3.392 0.469 6.489  0.489
H 2.755 -0.309 8.737  0.377
C -1.052 -7.114 -3.392  -0.386
C -1.359 -6.734 -4.693  -0.435
C -1.486 -5.390 -5.013  -0.353
C -1.299 -4.436 -4.021  0.022
C -0.999 -4.805 -2.716  -0.228
C -0.877 -6.151 -2.404  -0.545
N -1.408 -3.018 -4.358  1.079
O -1.689 -2.726 -5.501  -0.567
O -1.207 -2.211 -3.473  -0.651
H -0.948 -8.164 -3.146  0.371
H -1.496 -7.486 -5.459  0.369
H -1.725 -5.102 -6.028  0.434
H -0.858 -4.061 -1.943  0.501
H -0.640 -6.451 -1.391  0.369

Atomic forces in eV per Å
0.5 0.1 -0.2
-0.1 -0.3 0.5
-0.9 -0.3 0.1
0.4 -0.7 0.3
0.3 -0.2 -0.9
1.4 3.9 1.9
-0.9 -2.7 0.0
1.2 -1.9 -1.3
-2.6 -0.4 0.0
-0.2 0.3 2.1
2.0 0.2 0.1
-0.2 -0.6 -2.7
-0.9 0.2 -1.3
1.1 -0.2 -0.1
-0.4 0.5 -0.8
-0.9 -0.4 0.7
-0.3 0.4 -0.6
0.4 -0.3 -0.3
-0.1 0.6 0.3
0.2 0.5 1.6
-0.6 0.6 -0.2
0.8 -0.1 0.1
0.2 -0.3 -0.6
-0.4 0.6 0.2
-0.3 0.0 0.9
-0.6 0.4 -0.1
0.1 0.9 -0.3
0.3 -0.4 0.6
0.5 -0.2 0.5
-0.3 0.4 0.7
0.4 0.0 -0.5
-0.1 -0.6 -0.4
-0.1 0.5 -0.5
0.2 0.2 0.6
0.0 0.0 0.0
0.1 -0.2 0.1
-0.1 0.1 -0.1
-0.7 -0.4 -0.2
0.1 -0.1 0.2
-0.1 0.3 -0.1
0.2 -0.1 0.1
0.0 0.1 -0.2
-0.2 -0.4 -0.7
0.0 0.0 0.0
0.0 0.0 0.0
0.2 -0.1 0.1
-0.1 0.4 -0.1
0.0 0.0 0.0
0.0 0.0 0.0
0.0 0.2 0.0
0.0 -0.1 0.0
-0.2 -0.3 0.7
0.0 0.2 0.0
0.0 -0.2 -0.1
0.1 0.1 -0.2
0.0 -0.2 -0.1
0.3 -0.3 0.2
0.0 0.0 0.0
0.0 0.0 0.0
0.0 0.2 -0.1
0.0 -0.1 -0.2
0.0 0.0 -0.1
0.0 0.0 0.0
0.0 0.1 0.2
0.0 0.0 -0.1
0.1 -0.7 0.2
0.0 0.1 0.2
-0.1 0.0 -0.2
0.1 0.2 0.0
-0.1 0.0 -0.2
0.2 -0.1 0.1
0.0 0.0 0.0
0.0 0.1 0.0
0.0 0.2 0.1
0.0 0.1 -0.2
0.0 0.1 0.0

Calculated values
LUMO energy, eV: 0.502
Net charge: -1
Energy, eV: -77641.5504
Frontier orbital gap, eV: 5.8864



2.
Here is a cluster of 2 separate species, C4H14N3O in total from OMol25. Energies are from ωB97M-V with the def2-TZVPD basis set.

Each line ends with the Mulliken charge.
Geometry (Å):
C 0.677 2.126 2.376  -0.637
O 0.527 0.790 1.860  -0.493
H 0.274 0.253 2.618  0.293
H 1.221 2.700 1.604  0.235
H 1.350 2.060 3.228  0.288
H -0.281 2.566 2.656  0.272
C -1.386 -1.080 -0.175  -0.536
C -0.648 -2.279 0.440  -0.999
C 0.205 0.089 -1.640  0.663
N -0.898 -0.646 -1.480  -0.230
N 0.465 0.537 -2.931  -0.466
N 1.043 0.431 -0.691  -0.249
H -2.429 -1.314 -0.339  0.430
H -1.386 -0.228 0.504  0.319
H -1.155 -3.231 0.414  0.336
H -0.123 -2.173 1.372  0.295
H -1.317 -0.878 -2.381  0.235
H -0.384 0.799 -3.400  0.226
H 1.328 1.018 -3.097  0.221
H 0.899 -0.028 0.212  0.232
H 1.857 0.994 -0.855  0.215
H 0.162 -2.507 -0.293  0.349

Atomic forces in eV per Å
1.0 -0.2 -0.4
-0.5 -0.1 0.6
0.0 -0.1 -0.1
-0.6 -0.1 0.3
-0.1 0.3 0.2
0.1 0.1 -0.2
-0.8 -0.3 0.6
1.5 -0.5 -2.2
0.5 0.9 -2.3
1.2 0.7 -0.3
-0.9 -1.0 1.7
-0.8 -1.5 0.7
-0.2 -0.1 0.1
0.1 0.1 -0.1
-0.8 0.0 0.3
-0.2 0.5 0.6
-0.2 -0.3 0.8
0.3 0.3 -0.6
-0.1 0.3 -0.2
0.5 0.8 0.0
0.0 0.1 0.0
-0.1 0.1 0.5

Calculated values
LUMO energy, eV: -2.783
Net charge: +1
Energy, eV: -10886.9925
Frontier orbital gap, eV: 11.5241



3.
Here is a structure of composition C12H29NO8P2RuSe2Te from OMol25. Energies are from ωB97M-V with the def2-TZVPD basis set.

Each line ends with the Mulliken charge.
Geometry (Å):
Ru 0.151 0.101 -0.351  0.673
O 4.137 1.947 3.763  -0.524
C 3.910 0.565 3.476  -1.610
C 2.844 0.409 2.382  2.453
C 2.706 -1.122 2.231  -1.644
O 1.757 -1.595 1.305  -0.165
C 3.385 1.106 1.142  -1.505
Se 2.478 0.965 -0.588  -0.305
C 1.574 1.075 2.904  -1.360
Se -0.128 0.816 1.986  -0.402
H 4.823 2.006 4.433  0.320
H 3.570 0.044 4.378  0.494
H 4.841 0.093 3.141  0.497
H 2.421 -1.516 3.214  0.347
H 3.697 -1.518 1.975  0.447
H 2.221 -1.968 0.531  0.078
H 4.386 0.721 0.934  0.475
H 3.467 2.170 1.355  0.494
H 1.743 2.148 2.975  0.507
H 1.386 0.703 3.915  0.458
C 0.150 3.566 0.067  -1.386
P -0.353 2.269 -1.101  1.047
C -1.996 2.873 -1.581  -1.376
C 0.641 2.705 -2.570  -1.290
H 0.085 4.548 -0.409  0.498
H 1.171 3.369 0.385  0.229
H -0.502 3.522 0.938  0.359
H -1.922 3.944 -1.777  0.496
H -2.693 2.681 -0.767  0.362
H -2.342 2.348 -2.466  0.335
H 0.195 3.554 -3.093  0.415
H 0.695 1.848 -3.240  0.320
H 1.650 2.944 -2.248  0.351
C -0.918 -3.845 0.654  -1.000
C -1.826 -3.076 -0.276  -0.078
O -1.931 -1.727 0.213  -0.279
P -2.578 -0.551 -0.657  0.855
O -2.660 0.650 0.203  -0.777
Te -1.376 -0.444 -2.726  -0.106
O -4.092 -1.046 -0.918  -0.352
C -4.546 -1.838 -2.013  -0.076
C -5.683 -1.121 -2.707  -1.317
H -0.811 -4.868 0.286  0.383
H -1.329 -3.870 1.665  0.344
H 0.061 -3.369 0.678  0.033
H -2.825 -3.518 -0.313  0.241
H -1.408 -3.069 -1.284  0.345
H -4.880 -2.801 -1.620  0.251
H -3.729 -2.016 -2.714  0.242
H -6.479 -0.902 -1.993  0.307
H -6.088 -1.742 -3.510  0.393
H -5.323 -0.181 -3.129  0.279
O 3.055 -2.380 -1.120  -0.726
N 2.090 -1.984 -1.788  0.853
O 2.211 -1.576 -2.928  -0.611
O 0.919 -2.049 -1.243  -0.291

Atomic forces in eV per Å
0.8 1.0 0.0
0.0 -0.1 0.0
0.1 0.1 0.1
-0.1 -0.2 0.0
-0.1 0.0 -0.1
0.2 0.0 0.1
0.0 0.0 -0.1
-0.6 -0.5 0.0
0.1 0.2 -0.1
-0.1 -0.3 -0.5
0.0 0.0 0.0
0.0 0.0 0.0
0.0 0.0 0.0
0.1 0.0 0.1
0.0 0.0 0.1
0.0 0.1 -0.1
0.0 0.0 0.0
0.1 0.0 0.1
0.1 0.0 0.1
-0.1 0.0 0.0
-0.1 0.1 0.1
0.8 -0.4 0.2
-0.2 -0.1 0.2
-0.1 0.0 -0.1
0.0 0.0 0.0
0.0 0.0 0.0
0.0 0.1 0.0
0.1 0.0 0.0
0.0 0.0 0.0
0.0 0.0 0.0
0.0 0.0 0.0
0.0 0.0 -0.1
0.0 0.1 0.0
0.0 0.1 0.0
0.2 -0.1 0.0
0.2 -0.2 0.1
-1.4 -0.2 -0.2
0.2 -0.1 -0.1
0.1 0.0 0.1
-0.1 -0.2 -0.1
0.0 0.1 0.0
0.0 0.0 0.1
0.0 0.0 0.0
0.0 0.0 0.0
0.0 0.0 0.0
-0.1 0.1 0.0
0.0 0.1 0.0
0.0 0.0 0.1
0.1 -0.1 0.0
0.0 0.0 0.0
0.0 0.0 0.0
0.0 0.0 0.0
0.1 0.0 0.2
-0.3 -0.5 0.1
0.0 0.1 -0.1
0.3 0.6 0.1

Calculated values
LUMO energy (spin up / spin down), eV: 2.466 / 2.409
Net charge: -1
Energy, eV: -189931.2560
Frontier orbital gap (spin up / spin down), eV: 6.7608 / 6.6005
Multiplicity: 2
⟨S²⟩: 0.774



4.
Here is a cluster of 2 separate species, C6H13F2N2 in total from OMol25. Energies are from ωB97M-V with the def2-TZVPD basis set.

Each line ends with the Mulliken charge.
Geometry (Å):
C 1.801 -0.329 -0.094  0.431
C 2.870 0.322 0.376  0.270
C 0.669 -1.762 -1.537  -0.825
C 0.754 -2.302 0.873  -0.869
C -0.198 2.346 -0.913  -0.973
C -1.171 1.201 1.077  -0.983
N 1.116 -1.421 -0.237  0.130
N 0.084 1.626 0.330  -0.178
F 3.048 1.593 0.693  -0.150
F 3.979 -0.361 0.569  -0.157
H -0.039 -0.978 -2.025  0.246
H 1.637 -2.164 -2.089  0.354
H 0.040 -2.676 -1.586  0.386
H -0.361 -2.419 0.809  0.368
H 1.357 -3.335 0.754  0.349
H 1.083 -1.968 1.862  0.353
H -1.009 3.068 -0.935  0.342
H 0.665 2.814 -1.388  0.342
H -0.527 1.625 -1.655  0.287
H -0.955 0.886 2.144  0.333
H -1.964 1.892 1.130  0.363
H -1.684 0.289 0.708  0.284
H 0.624 2.203 0.933  0.295

Atomic forces in eV per Å
-0.5 -0.2 0.8
-0.1 -0.1 0.4
-0.2 -1.7 -3.6
0.3 -2.5 0.2
-0.3 -0.6 -1.2
1.4 -2.0 1.0
1.5 2.6 1.6
-1.4 -0.9 0.1
-0.8 -1.4 -0.6
-0.3 0.3 -0.4
2.0 -1.0 0.7
-2.1 1.5 0.3
0.3 0.5 0.8
1.2 -0.3 0.3
-1.7 2.2 -0.1
-0.2 0.6 -0.4
-0.1 0.3 0.8
0.3 0.0 0.6
-0.1 -0.4 -0.1
0.3 0.7 -1.2
-0.6 1.5 -0.2
0.8 0.3 -0.6
0.3 0.5 0.6

Calculated values
LUMO energy, eV: -5.050
Net charge: +1
Energy, eV: -14837.2111
Frontier orbital gap, eV: 8.3020